Molecular formula: C14H19NO
Method: DFT, ωB97M-V/def2-TZVPD

The geometry in XYZ format:
```
35
Properties=species:S:1:pos:R:3:nbo_charge:R:1
C -0.898 -3.000 -2.590 -0.28
C -0.055 -2.021 -3.019 -0.20
C -0.985 -3.221 -1.215 -0.18
C 0.595 -1.271 -2.119 -0.24
C -0.666 -2.215 -0.324 -0.29
C 0.302 -1.254 -0.728 -0.06
C 1.219 2.092 -0.755 -0.38
C 1.915 0.807 -0.289 -0.45
C 0.087 2.841 1.385 -0.07
C -0.175 2.411 -0.026 -0.29
C -1.055 1.174 0.133 0.03
C 1.039 -0.378 0.090 0.00
C 1.299 -0.707 1.547 -0.66
C -2.291 0.242 2.095 -0.41
N -1.395 1.000 1.423 -0.10
O -0.993 2.172 2.150 -0.39
H -1.365 -3.722 -3.279 0.21
H 0.390 -1.898 -4.018 0.21
H -1.633 -4.017 -0.773 0.21
H 1.360 -0.574 -2.407 0.19
H -0.670 -2.435 0.711 0.20
H 1.942 2.828 -0.550 0.21
H 1.028 1.967 -1.879 0.21
H 2.862 0.520 -0.885 0.22
H 2.378 1.035 0.693 0.20
H 0.982 2.428 1.824 0.18
H 0.083 3.891 1.521 0.20
H -0.708 3.231 -0.564 0.23
H -1.400 0.578 -0.717 0.25
H 2.428 -0.837 1.569 0.21
H 1.062 -1.771 1.953 0.21
H 1.031 0.034 2.261 0.21
H -2.007 -0.082 3.019 0.21
H -3.182 0.791 2.256 0.19
H -2.523 -0.639 1.507 0.23
```

Output
* lowest unoccupied orbital energy (spin up / spin down): 0.79 / 0.23 eV
* energy relative to the best compared isomer or geometry (same formula, charge and spin): 172.3 kcal per mole
* E: -674.62555 Ha
* largest force on an atom: 4.73 eV/A
* HOMO energy (spin up / spin down): -6.135 / -5.620 eV
* gap between HOMO and LUMO (spin up / spin down): 6.9 / 5.9 eV